Entry 1:
11 unconnected molecules or ions with the total composition C32H66O10S8, computed with the ωB97M-V functional and the def2-TZVPD basis.

**Energy above the lowest of the compared OMol25 structures with the same formula, charge and spin**: 0.0 kJ/mol
**Gap between HOMO and LUMO**: 7.9864 eV

```
! wB97M-V def2-TZVPD RIJCOSX def2/J DEFGRID3
* xyz 0 1
C -0.2044 -4.9488 4.7314
S -1.0050 -3.3671 4.4314
O -0.8756 -2.5506 5.6712
C 0.2206 -2.7714 3.2706
H -0.8291 -5.5193 5.4160
H 0.7883 -4.7592 5.1319
H -0.1540 -5.4863 3.7847
H 0.1858 -3.4037 2.3836
H 1.2289 -2.7548 3.6706
H -0.0881 -1.7620 3.0075
C 2.9866 3.7776 -1.7713
S 1.3381 4.0176 -2.3850
O 0.5232 3.0429 -1.6188
C 0.9510 5.6266 -1.7051
H 3.3588 2.8728 -2.2494
H 2.8907 3.6067 -0.6978
H 3.6354 4.6217 -1.9997
H -0.1074 5.7941 -1.8905
H 1.5050 6.4009 -2.2409
H 1.2484 5.6438 -0.6572
C -2.7665 -5.1742 -2.6927
S -2.1351 -3.6392 -2.0164
O -1.2070 -3.0770 -3.0286
C -3.6719 -2.7495 -2.2418
H -3.7422 -5.4338 -2.2853
H -2.0701 -5.9967 -2.5485
H -2.8760 -5.0039 -3.7671
H -4.4734 -3.1991 -1.6583
H -3.9177 -2.7698 -3.3060
H -3.5523 -1.7060 -1.9539
C 1.7887 0.8543 3.3747
S 1.5739 -0.0986 4.8725
O 2.7296 0.1856 5.7552
C 0.1772 0.7959 5.5107
H 1.9460 1.9146 3.5983
H 0.9456 0.7265 2.6916
H 2.6819 0.5065 2.8537
H 0.4130 1.8412 5.7186
H -0.1180 0.2968 6.4315
H -0.6491 0.7588 4.7990
C 0.2773 2.0299 -4.9306
S 1.7835 1.2193 -5.4299
O 2.6444 1.2517 -4.2102
C 1.0835 -0.4236 -5.5341
H 0.4925 3.0682 -4.6922
H -0.1061 1.5281 -4.0416
H -0.4891 1.9751 -5.7070
H 0.5455 -0.6652 -4.6130
H 1.8756 -1.1586 -5.6598
H 0.3748 -0.4631 -6.3614
C 4.2252 -1.5414 -2.3784
S 4.3764 -3.2411 -2.9577
O 5.3065 -3.9082 -2.0127
C 2.7124 -3.7423 -2.5212
H 3.2595 -1.1591 -2.7032
H 5.0218 -0.9608 -2.8342
H 4.2852 -1.5879 -1.2918
H 2.6087 -4.8171 -2.6620
H 1.9572 -3.2610 -3.1442
H 2.5352 -3.4898 -1.4743
C 1.8978 0.3948 -0.9988
S 0.8338 -1.0160 -0.7845
O 0.7621 -1.3300 0.6713
C -0.6597 -0.1653 -1.2935
H 2.8530 0.2238 -0.5052
H 1.4176 1.2527 -0.5254
H 2.0498 0.6891 -2.0389
H -0.7979 0.7510 -0.7152
H -1.4795 -0.8699 -1.2190
H -0.4649 0.1843 -2.3095
C 3.7391 -2.7947 2.2252
S 3.9203 -4.5454 2.6008
O 2.5330 -5.0748 2.6019
C 4.6741 -4.9418 1.0223
H 4.6680 -2.3923 1.8173
H 3.5330 -2.2477 3.1460
H 2.9084 -2.6830 1.5274
H 5.6641 -4.4811 1.0523
H 4.1566 -4.4866 0.1795
H 4.7368 -6.0155 0.8697
C -3.7197 -0.0473 1.5358
C -5.0203 -0.5296 1.5331
C -5.2601 -1.8943 1.4074
C -4.1981 -2.7771 1.2827
C -2.8951 -2.2858 1.2786
C -2.6553 -0.9279 1.3825
H -3.5311 1.0137 1.6399
H -5.8452 0.1274 1.7811
H -6.2982 -2.2019 1.3795
H -4.3678 -3.8465 1.2480
H -2.0505 -2.9565 1.1789
H -1.6303 -0.5770 1.4364
C -3.0276 2.8052 -1.7937
C -2.6619 3.4961 -2.9488
C -2.7845 4.8699 -2.9933
C -3.2356 5.5585 -1.8713
C -3.6121 4.8690 -0.7272
C -3.4978 3.4883 -0.6814
H -3.0196 1.7221 -1.8260
H -2.3763 2.9006 -3.8066
H -2.4983 5.4215 -3.8812
H -3.3438 6.6356 -1.9074
H -3.9894 5.4238 0.1233
H -3.7937 2.9339 0.2001
O 0.4943 4.6827 4.7713
C 0.0193 4.3350 3.7335
O -1.0927 3.5691 3.6687
C -1.5403 3.3987 2.3288
C -0.4161 3.9057 1.4001
C 0.4960 4.7086 2.3337
H -2.5178 3.8568 2.1896
H -1.6502 2.3261 2.1402
H -0.9117 4.5217 0.6460
H 0.0980 3.1410 0.8259
H 0.4238 5.7733 2.1379
H 1.5206 4.3410 2.2991
*
```


Entry 2:
12 unconnected molecules or ions with the total composition C42H87N3O21S6, computed with the ωB97M-V functional and the def2-TZVPD basis.

**SMILES**: CCOS(C)(=O)=O.CCOS(C)(=O)=O.CCOS(C)(=O)=O.CCOS(C)(=O)=O.CCOS(C)(=O)=O.CCOS(C)(=O)=O.c1cc[nH]c1.c1cc[nH]c1.c1cc[nH]c1.C1CCOC1.C1CCOC1.C1CCOC1
**Gap between HOMO and LUMO**: 7.6978 eV

```
! wB97M-V def2-TZVPD RIJCOSX def2/J DEFGRID3
* xyz 0 1
C -0.3504 1.1887 4.6463
C -1.7767 1.0983 4.2159
O -2.4182 2.5553 4.0737
S -1.9705 3.2771 2.7444
C -3.3196 4.3804 2.6721
O -0.7691 4.0197 2.9809
O -2.0846 2.3385 1.6631
H 0.0098 0.1907 4.7725
H -0.1203 1.8742 5.4985
H 0.1868 1.5235 3.7349
H -1.8833 0.6316 3.2542
H -2.4039 0.5761 4.9516
H -4.1844 3.7698 2.4754
H -3.1948 5.1093 1.8010
H -3.3379 4.9172 3.6380
C -3.3482 -2.7642 -0.8833
C -3.1808 -3.7817 -1.9899
O -1.9026 -3.7066 -2.7065
S -0.7182 -4.6943 -2.2424
C 0.1328 -3.7314 -1.0294
O -1.2116 -5.8977 -1.5995
O 0.1206 -4.7312 -3.4141
H -3.0048 -3.1924 0.0672
H -4.3834 -2.3919 -0.7063
H -2.6507 -1.9639 -1.0272
H -3.3396 -4.7880 -1.5529
H -3.9183 -3.7097 -2.7968
H -0.6122 -3.2557 -0.3918
H 0.6469 -3.0115 -1.5720
H 0.7692 -4.3977 -0.4832
C 5.4912 1.4648 -7.5811
C 4.7562 0.7889 -6.3832
O 5.0971 1.2997 -5.0658
S 4.6294 2.7927 -4.6261
C 5.4410 2.7679 -2.9904
O 5.2813 3.7895 -5.4447
O 3.2012 2.8546 -4.5698
H 6.5559 1.6304 -7.3509
H 4.9776 2.4215 -7.7632
H 5.4142 0.8926 -8.4984
H 3.6499 0.8034 -6.5560
H 5.0780 -0.2555 -6.2195
H 6.4758 2.4355 -3.0830
H 4.9040 2.0059 -2.3893
H 5.3071 3.7492 -2.5274
C -4.2746 1.2882 -0.2367
C -5.5087 1.8105 -0.9791
O -5.2619 1.3028 -2.3222
S -6.3675 1.7358 -3.4417
C -7.6268 0.4038 -3.2441
O -7.0100 2.9551 -3.0373
O -5.8046 1.6435 -4.7353
H -4.2081 0.2280 -0.4476
H -4.2961 1.5691 0.8273
H -3.3378 1.7424 -0.6296
H -6.4403 1.4527 -0.6110
H -5.6772 2.8995 -0.9720
H -7.9622 0.3822 -2.1750
H -7.2383 -0.6015 -3.3604
H -8.4859 0.6268 -3.8222
C -4.9648 -0.4038 3.3374
C -6.2403 -0.0055 2.5853
O -6.3825 -1.0413 1.5566
S -7.6323 -0.9221 0.6301
C -8.7248 -2.0373 1.3072
O -8.1473 0.3912 0.6170
O -7.2431 -1.4323 -0.6481
H -4.1448 -0.5700 2.6733
H -5.1539 -1.4011 3.7687
H -4.7126 0.2823 4.1543
H -7.0797 -0.0743 3.3058
H -6.2323 0.9589 2.0765
H -9.6787 -2.2362 0.8500
H -8.9061 -1.6088 2.2718
H -8.2136 -2.9518 1.4046
C 3.8330 5.2634 2.8789
C 2.4494 4.8485 2.3731
O 2.5467 3.9630 1.0886
S 2.4857 4.7775 -0.2718
C 0.6378 4.7698 -0.5038
O 3.0497 6.0851 -0.0408
O 3.0238 3.8709 -1.2126
H 3.6441 6.0973 3.5547
H 4.4310 5.5339 2.0521
H 4.4011 4.4547 3.3754
H 1.9820 4.1745 3.0429
H 1.8391 5.7362 2.1659
H 0.4219 5.2903 -1.4081
H 0.1389 5.1920 0.3666
H 0.4464 3.7071 -0.6051
C 4.0548 -4.4281 0.6707
C 3.5490 -3.7112 1.7746
C 4.5880 -3.0394 2.3416
N 5.7402 -3.3329 1.6778
C 5.4246 -4.1782 0.6191
H 3.5100 -5.0287 -0.0213
H 2.5301 -3.6548 2.1503
H 4.6105 -2.3621 3.1635
H 6.6937 -3.0357 1.9214
H 6.1585 -4.6836 0.0171
C 3.2274 -0.3348 4.4003
C 2.6585 0.0739 3.1766
C 3.3890 1.1891 2.7070
N 4.4147 1.4002 3.5633
C 4.2955 0.4970 4.6073
H 2.9390 -1.0579 5.1486
H 1.7727 -0.3359 2.7013
H 3.1900 1.8384 1.8758
H 5.0827 2.1323 3.4284
H 5.0482 0.5176 5.3436
C -0.8055 0.2153 -3.6361
C 0.3029 -0.6307 -4.1477
C 1.3503 0.1966 -4.3759
N 1.0231 1.4308 -3.9534
C -0.2702 1.4555 -3.5499
H -1.7928 -0.0557 -3.3763
H 0.1900 -1.7165 -4.2181
H 2.3220 0.0388 -4.8023
H 1.6352 2.2273 -4.0168
H -0.7502 2.4313 -3.3673
C 4.6098 -2.1633 -4.2525
C 5.2353 -1.1967 -3.2470
C 4.9451 -1.8694 -1.8944
O 3.9842 -2.9363 -2.1591
C 3.4437 -2.7294 -3.4033
H 5.1817 -3.0066 -4.5794
H 4.1958 -1.6966 -5.1651
H 4.6554 -0.2491 -3.3383
H 6.2896 -1.0119 -3.4112
H 4.5744 -1.2083 -1.0394
H 5.8377 -2.4077 -1.5482
H 2.5622 -2.0677 -3.3510
H 3.0814 -3.6813 -3.8750
C -1.5189 -3.6472 5.6424
C -2.1027 -3.9160 4.2817
C -1.2532 -3.0302 3.3906
O -1.0774 -1.8051 4.1503
C -1.2876 -2.1160 5.5458
H -0.5426 -4.1303 5.8155
H -2.2107 -3.8271 6.4601
H -3.1367 -3.6104 4.3589
H -2.1034 -4.9733 3.9753
H -1.7752 -2.7479 2.4749
H -0.2864 -3.4350 3.1486
H -2.1891 -1.5579 5.9271
H -0.4479 -1.7575 6.2195
C 1.7337 0.5787 -0.4421
C 0.5099 1.0854 0.3953
C -0.1702 -0.1546 0.9683
O 0.7295 -1.2273 0.6266
C 1.3638 -0.8769 -0.6305
H 2.7117 0.7304 0.0026
H 1.7938 1.0838 -1.4014
H -0.1474 1.6375 -0.2575
H 0.9299 1.7343 1.1768
H -1.1650 -0.3050 0.5389
H -0.3025 -0.0388 2.0617
H 0.6603 -0.9628 -1.4819
H 2.1904 -1.5898 -0.8114
*
```


Entry 3:
CH4N2 in the gas phase, computed with the ωB97M-V functional and the def2-TZVPD basis.

**SMILES**: [H]/N=C\N
**Energy above the lowest of the compared OMol25 structures with the same formula, charge and spin**: 140.6 kJ/mol
**Gap between HOMO and LUMO**: 10.7050 eV

```
! wB97M-V def2-TZVPD RIJCOSX def2/J DEFGRID3
* xyz 0 1
H 1.0227 -1.1496 -0.1008
N 1.2521 -0.1819 0.0015
C 0.1938 0.4531 0.0630
N -1.1179 -0.1565 -0.0860
H 0.1896 1.5144 -0.0925
H -1.9547 0.4037 0.1421
H -1.3601 -1.1182 0.2654
*
```


The highest gap between HOMO and LUMO belongs to which entry? CH4N2